1.
ORCA calculation (the ωB97M-V functional and the def2-TZVPD basis) on a 10-piece molecular cluster, C34H92N4O10 overall at a distorted geometry.

Output
ΔE to the lowest compared entry with this formula, charge and spin: 2.423 eV
Gap between HOMO and LUMO: 8.9019 eV
Highest occupied orbital energy: -8.4 eV
SMILES string: COC[C@H](C)N.COC[C@H](C)N.COC[C@H](C)N.COC[C@H](C)N.CC(C)O.CC(C)O.CC(C)O.CC(C)O.CC(C)O.CC(C)O

```
! wB97M-V def2-TZVPD RIJCOSX def2/J DEFGRID3
* xyz 0 1
C 1.186 4.779 -4.958
C 1.740 4.254 -3.634
C 0.590 3.837 -2.738
O 0.037 2.682 -3.300
C -1.284 2.397 -2.886
N 2.664 3.142 -3.816
H 2.045 5.091 -5.608
H 0.464 5.617 -4.882
H 0.615 4.016 -5.527
H 2.325 5.109 -3.189
H -0.108 4.634 -2.547
H 0.960 3.516 -1.741
H -1.908 3.383 -2.900
H -1.301 1.900 -1.917
H -1.756 1.725 -3.618
H 3.468 3.466 -4.356
H 2.278 2.360 -4.303
C -1.260 -1.133 3.030
C -2.593 -0.579 3.404
C -2.675 -0.069 4.839
O -2.675 -1.007 5.903
C -3.828 -1.814 6.015
N -2.940 0.568 2.561
H -0.436 -0.423 3.148
H -1.273 -1.560 2.040
H -1.091 -1.996 3.714
H -3.308 -1.330 3.224
H -3.588 0.570 5.000
H -1.912 0.667 4.977
H -3.922 -2.605 5.303
H -4.693 -1.171 5.941
H -3.730 -2.342 6.940
H -2.617 0.347 1.581
H -3.932 0.663 2.431
C -4.603 3.349 -0.984
C -4.483 1.971 -1.850
C -4.157 1.000 -0.802
O -3.937 -0.337 -1.221
C -5.126 -1.068 -1.269
N -5.781 1.784 -2.536
H -3.603 3.659 -0.803
H -5.165 3.301 -0.069
H -5.101 4.037 -1.682
H -3.736 2.055 -2.639
H -4.949 1.030 -0.045
H -3.325 1.325 -0.219
H -5.665 -1.117 -0.298
H -4.889 -2.143 -1.444
H -5.814 -0.729 -2.043
H -6.592 2.270 -2.152
H -5.740 1.904 -3.556
C 3.066 2.547 0.769
C 3.959 3.781 0.454
C 5.278 3.235 -0.066
O 6.201 4.176 -0.540
C 6.546 5.117 0.433
N 3.336 4.721 -0.383
H 2.820 1.928 -0.082
H 2.126 2.816 1.223
H 3.486 1.896 1.545
H 4.142 4.325 1.420
H 5.081 2.543 -0.893
H 5.599 2.644 0.808
H 5.662 5.704 0.823
H 7.264 5.807 0.164
H 6.953 4.557 1.337
H 3.342 4.483 -1.368
H 3.658 5.663 -0.299
C 2.294 -2.155 2.526
C 3.337 -1.017 2.845
C 3.786 -1.015 4.258
O 4.365 -1.009 1.790
H 1.390 -2.012 3.103
H 2.654 -3.131 2.820
H 1.983 -2.034 1.472
H 2.804 -0.116 2.632
H 2.940 -0.701 4.969
H 4.563 -0.243 4.356
H 4.149 -1.963 4.593
H 5.188 -1.336 2.211
C -3.512 -1.015 -6.960
C -2.529 -1.263 -5.744
C -1.210 -0.607 -6.113
O -2.935 -0.661 -4.492
H -4.554 -1.129 -6.634
H -3.255 -1.646 -7.831
H -3.422 0.056 -7.257
H -2.546 -2.333 -5.614
H -0.874 -0.958 -7.084
H -0.549 -0.728 -5.270
H -1.430 0.477 -6.206
H -3.608 -1.256 -4.035
C -0.088 -4.964 2.714
C 0.695 -5.759 3.749
C -0.186 -6.852 4.388
O 1.823 -6.368 3.113
H -0.565 -5.588 1.950
H 0.538 -4.217 2.114
H -0.852 -4.432 3.305
H 1.077 -5.115 4.519
H 0.530 -7.471 4.932
H -0.612 -7.557 3.734
H -0.857 -6.433 5.140
H 1.831 -6.025 2.205
C -0.889 3.565 0.802
C -0.499 3.537 2.283
C -1.577 4.119 3.191
O -0.223 2.234 2.757
H -0.038 3.508 0.076
H -1.510 4.419 0.467
H -1.548 2.681 0.615
H 0.466 4.052 2.410
H -1.753 5.181 3.072
H -1.383 3.942 4.254
H -2.441 3.638 2.830
H -1.068 1.748 2.812
C -0.405 -1.622 -2.211
C -0.132 -0.928 -0.807
C 1.156 -0.115 -0.783
O -1.178 0.042 -0.524
H -1.417 -2.091 -2.294
H 0.243 -2.455 -2.333
H -0.437 -0.951 -3.034
H -0.216 -1.778 -0.091
H 1.252 0.604 0.040
H 1.095 0.499 -1.696
H 2.000 -0.797 -0.708
H -1.972 -0.490 -0.616
C 2.255 -6.635 -1.157
C 3.180 -6.066 -0.066
C 4.381 -5.510 -0.694
O 2.361 -4.993 0.465
H 2.833 -7.249 -1.869
H 1.767 -5.763 -1.710
H 1.444 -7.188 -0.745
H 3.516 -6.843 0.695
H 4.146 -4.991 -1.605
H 4.979 -6.326 -1.000
H 5.026 -4.894 -0.035
H 2.828 -4.437 1.150
*
```

Atom charges from the Mulliken analysis, given in e for atoms 1 to 99:
1. C -1.483
2. C 0.147
3. C 0.597
4. O -0.267
5. C -0.600
6. N -0.528
7. H 0.396
8. H 0.347
9. H 0.222
10. H 0.335
11. H 0.645
12. H -1.044
13. H 0.343
14. H 0.266
15. H 0.054
16. H 0.301
17. H 0.182
18. C -1.019
19. C 0.474
20. C -1.122
21. O -0.410
22. C -0.754
23. N -0.271
24. H 0.319
25. H 0.125
26. H 0.410
27. H 0.775
28. H 0.502
29. H 0.225
30. H 0.265
31. H 0.354
32. H 0.281
33. H -0.444
34. H 0.321
35. C -1.512
36. C 1.177
37. C 0.010
38. O -0.087
39. C -1.137
40. N -0.549
41. H 0.150
42. H 0.407
43. H 0.524
44. H -0.118
45. H 0.520
46. H -0.939
47. H 0.301
48. H 0.295
49. H 0.338
50. H 0.224
51. H 0.245
52. C -0.927
53. C 0.244
54. C -0.986
55. O -0.401
56. C -0.672
57. N -0.364
58. H 0.174
59. H -0.191
60. H 0.288
61. H 0.568
62. H 0.360
63. H 0.516
64. H 0.199
65. H 0.325
66. H 0.275
67. H 0.126
68. H 0.296
69. C -0.722
70. C 0.769
71. C -1.538
72. O -0.529
73. H 0.158
74. H 0.351
75. H 0.240
76. H -0.125
77. H 0.302
78. H 0.462
79. H 0.420
80. H 0.331
81. C -1.382
82. C 0.463
83. C -1.291
84. O -0.223
85. H 0.360
86. H 0.381
87. H 0.306
88. H 0.359
89. H 0.475
90. H 0.231
91. H 0.265
92. H 0.141
93. C -0.862
94. C 0.673
95. C -1.591
96. O -0.606
97. H 0.415
98. H 0.089
99. H 0.246

***

2.
ORCA calculation (the ωB97M-V functional and the def2-TZVPD basis) on C34H93Li2N8O9 as an isolated structure at a distorted geometry.

Output
<S²>: 0.755
Gap between HOMO and LUMO (alpha / beta): 7.1677 / 2.5018 eV
Highest occupied orbital energy (alpha / beta): -12.4 / -12.4 eV

```
! wB97M-V def2-TZVPD RIJCOSX def2/J DEFGRID3
* xyz 2 2
Li 2.407 -2.761 -0.628
Li 1.299 -3.222 1.803
C -0.607 -0.548 -0.993
C 0.189 -0.590 0.281
O 0.954 -1.719 0.417
H -1.238 0.337 -1.075
H -1.217 -1.420 -1.228
H 0.213 -0.317 -1.673
H -0.560 -0.577 1.072
H 0.653 0.390 0.391
C -3.668 -3.388 3.238
C -2.970 -1.963 3.187
C -3.954 -0.783 3.568
O -3.306 0.491 3.538
C -3.481 1.176 2.327
N -1.796 -1.900 4.100
H -4.042 -3.507 4.255
H -3.008 -4.227 3.015
H -4.503 -3.408 2.537
H -2.572 -1.831 2.181
H -4.397 -0.884 4.559
H -4.872 -0.765 2.981
H -3.059 2.181 2.303
H -4.565 1.247 2.239
H -3.130 0.657 1.435
H -1.496 -0.942 3.996
H -2.212 -1.929 5.020
C -2.194 -5.663 0.436
C -0.881 -5.721 1.194
C -0.068 -7.116 1.268
O 0.067 -7.440 -0.111
C 0.844 -8.548 -0.469
N -0.082 -4.609 0.830
H -2.618 -4.751 0.857
H -2.879 -6.474 0.684
H -2.209 -5.779 -0.648
H -1.316 -5.534 2.176
H -0.597 -7.827 1.903
H 0.965 -6.991 1.594
H 0.680 -9.348 0.253
H 1.883 -8.262 -0.310
H 0.572 -8.896 -1.466
H -0.794 -4.089 0.338
H 0.532 -4.969 0.114
C 7.131 5.241 0.493
C 6.388 3.859 0.805
C 5.098 3.586 -0.004
O 4.339 2.536 0.609
C 3.433 1.927 -0.197
N 7.321 2.800 0.573
H 6.419 6.033 0.259
H 7.921 5.125 -0.249
H 7.670 5.621 1.360
H 6.230 3.916 1.882
H 5.368 3.411 -1.046
H 4.420 4.438 -0.045
H 3.830 1.307 -1.002
H 2.831 2.707 -0.663
H 2.732 1.254 0.296
H 6.744 1.996 0.368
H 7.845 2.616 1.417
C 1.770 1.594 3.211
C 2.247 0.672 4.288
C 3.316 1.377 5.044
O 3.744 0.672 6.154
C 4.541 1.326 7.131
N 1.200 0.193 5.203
H 0.955 0.998 2.802
H 2.627 1.732 2.552
H 1.620 2.608 3.582
H 2.603 -0.211 3.757
H 2.840 2.303 5.367
H 4.199 1.605 4.448
H 5.408 1.822 6.695
H 4.890 0.571 7.835
H 4.011 1.909 7.885
H 0.612 0.936 5.552
H 1.679 -0.129 6.031
C -3.544 -3.470 -3.993
C -3.934 -2.803 -2.594
C -4.805 -1.518 -2.753
O -5.982 -1.918 -3.576
C -6.689 -0.878 -4.072
N -4.642 -3.826 -1.865
H -4.277 -3.541 -4.797
H -3.115 -4.458 -3.825
H -2.807 -2.803 -4.439
H -3.082 -2.589 -1.949
H -4.229 -0.683 -3.152
H -5.145 -1.225 -1.760
H -7.491 -1.330 -4.656
H -6.081 -0.223 -4.695
H -7.258 -0.369 -3.295
H -4.117 -4.686 -1.933
H -5.482 -3.977 -2.405
C 1.778 7.435 -4.412
C 0.653 6.771 -3.617
C 1.092 5.500 -2.825
O -0.156 4.747 -2.583
C 0.169 3.325 -2.466
N 0.146 7.743 -2.741
H 1.454 8.422 -4.741
H 2.120 6.750 -5.188
H 2.708 7.598 -3.868
H -0.146 6.441 -4.281
H 1.648 5.704 -1.910
H 1.797 4.864 -3.360
H 0.610 2.843 -3.338
H -0.747 2.741 -2.380
H 0.755 3.134 -1.567
H -0.770 7.361 -2.551
H 0.636 7.979 -1.890
C 0.163 -3.197 -3.704
C 0.804 -4.491 -3.310
C 1.488 -5.182 -4.515
O 1.854 -6.529 -4.211
C 0.740 -7.399 -4.227
N 1.797 -4.156 -2.303
H 0.843 -2.616 -4.328
H -0.208 -2.712 -2.801
H -0.695 -3.424 -4.337
H 0.165 -5.168 -2.743
H 2.418 -4.730 -4.859
H 0.931 -5.097 -5.449
H 1.035 -8.430 -4.427
H -0.008 -7.128 -4.972
H 0.118 -7.382 -3.333
H 2.471 -3.544 -2.740
H 2.316 -4.989 -2.062
C -1.433 6.651 0.224
C -2.548 6.074 1.094
C -2.043 4.793 1.840
O -1.721 3.888 0.781
C -0.636 2.974 1.037
N -2.828 7.094 2.058
H -1.713 7.541 -0.340
H -1.030 6.121 -0.638
H -0.581 6.942 0.838
H -3.522 6.001 0.609
H -2.832 4.395 2.479
H -1.201 5.107 2.456
H -0.105 2.717 0.120
H -1.033 2.007 1.345
H 0.045 3.358 1.797
H -3.027 7.961 1.579
H -2.043 7.362 2.634
*
```

Atom charges from the Mulliken analysis, given in e for atoms 1 to 99:
1. Li 0.780
2. Li 0.799
3. C 0.380
4. C 1.538
5. O -0.693
6. H 0.377
7. H -1.308
8. H 0.488
9. H -0.687
10. H -0.809
11. C -1.521
12. C 1.131
13. C -1.048
14. O -0.394
15. C 0.047
16. N -0.573
17. H 0.447
18. H 0.240
19. H 0.373
20. H -0.164
21. H 0.391
22. H 0.446
23. H -0.562
24. H 0.546
25. H 0.230
26. H 0.184
27. H 0.331
28. C -1.717
29. C 0.687
30. C -1.116
31. O -0.179
32. C -0.886
33. N 0.135
34. H 0.537
35. H 0.616
36. H 0.176
37. H 0.038
38. H 0.464
39. H 0.354
40. H 0.371
41. H 0.353
42. H 0.177
43. H -0.202
44. H 0.274
45. C -1.445
46. C 0.756
47. C -0.952
48. O -0.227
49. C -0.367
50. N -0.752
51. H 0.330
52. H 0.371
53. H 0.361
54. H 0.233
55. H 0.404
56. H 0.338
57. H 0.341
58. H 0.070
59. H 0.000
60. H 0.225
61. H 0.265
62. C -0.762
63. C 0.426
64. C -0.878
65. O -0.339
66. C -0.789
67. N -0.608
68. H 0.147
69. H -0.037
70. H 0.493
71. H 0.107
72. H 0.367
73. H 0.413
74. H 0.299
75. H 0.277
76. H 0.322
77. H 0.245
78. H 0.291
79. C -1.363
80. C 1.359
81. C -0.918
82. O -0.308
83. C -0.793
84. N -0.724
85. H 0.311
86. H 0.417
87. H 0.297
88. H -0.505
89. H 0.407
90. H 0.445
91. H 0.261
92. H 0.304
93. H 0.303
94. H 0.180
95. H 0.285
96. C -1.540
97. C 0.163
98. C -0.530
99. O -0.402

***

3.
ORCA calculation (the ωB97M-V functional and the def2-TZVPD basis) on a 14-piece molecular cluster, C34H93O16PS overall at a distorted geometry.

Output
Gap between HOMO and LUMO: 8.2615 eV
Highest occupied orbital energy: -7.6 eV

```
! wB97M-V def2-TZVPD RIJCOSX def2/J DEFGRID3
* xyz 0 1
C -4.136 1.482 2.077
C -3.317 0.218 2.418
O -2.011 0.263 1.830
C -0.948 0.511 2.718
P 0.581 0.949 1.685
C 0.125 0.859 -0.096
C 1.030 2.724 1.957
C -0.630 -0.729 3.583
C -0.364 -0.153 4.991
S -1.920 -0.243 5.984
O -0.114 1.235 4.725
C -1.096 1.579 3.804
O -1.815 2.472 3.931
H -5.102 1.178 1.686
H -3.593 2.109 1.378
H -4.266 2.032 3.007
H -3.831 -0.606 1.931
H -3.323 -0.017 3.479
H -0.401 -0.046 -0.368
H 1.058 0.936 -0.651
H -0.439 1.758 -0.354
H 0.915 3.056 2.985
H 0.457 3.347 1.268
H 2.080 2.822 1.695
H -1.465 -1.424 3.664
H 0.230 -1.305 3.250
H 0.414 -0.630 5.566
H -1.950 0.918 6.665
C 4.884 1.775 -3.232
C 3.928 0.903 -2.442
O 2.570 1.191 -2.774
H 4.686 2.830 -3.040
H 5.921 1.560 -2.969
H 4.758 1.611 -4.302
H 4.040 1.080 -1.372
H 4.124 -0.157 -2.638
H 2.461 1.024 -3.717
C 8.215 0.363 -5.976
C 7.233 -0.504 -5.212
O 5.886 -0.214 -5.583
H 8.013 1.418 -5.793
H 9.241 0.148 -5.681
H 8.119 0.195 -7.053
H 7.316 -0.319 -4.142
H 7.431 -1.566 -5.395
H 5.796 -0.387 -6.526
C -3.564 -5.165 1.994
C -2.706 -4.166 2.744
O -3.404 -2.937 2.957
H -3.872 -4.755 1.030
H -3.028 -6.096 1.820
H -4.474 -5.389 2.556
H -1.809 -3.927 2.173
H -2.398 -4.573 3.713
H -4.194 -3.136 3.472
C 8.381 4.951 -1.637
C 8.295 3.743 -2.551
O 7.349 3.950 -3.598
H 7.405 5.170 -1.201
H 9.097 4.782 -0.832
H 8.689 5.838 -2.197
H 7.968 2.865 -1.995
H 9.271 3.524 -2.995
H 7.637 4.718 -4.105
C -4.451 3.061 -2.061
C -5.324 1.847 -2.308
O -6.399 1.806 -1.370
H -4.051 3.038 -1.045
H -3.624 3.100 -2.766
H -5.032 3.981 -2.158
H -4.747 0.930 -2.189
H -5.735 1.866 -3.323
H -6.912 2.614 -1.483
C -2.282 -9.312 -1.073
C -3.273 -9.292 0.076
O -3.540 -7.957 0.496
H -1.347 -8.832 -0.777
H -2.068 -10.334 -1.389
H -2.674 -8.757 -1.928
H -2.870 -9.830 0.935
H -4.212 -9.770 -0.218
H -3.908 -7.479 -0.260
C -2.004 5.924 -5.378
C -2.898 4.721 -5.607
O -3.973 4.691 -4.670
H -1.599 5.911 -4.365
H -1.174 5.937 -6.088
H -2.570 6.853 -5.489
H -2.336 3.797 -5.476
H -3.308 4.733 -6.622
H -4.484 5.500 -4.786
C -7.053 -5.825 -2.519
C -6.274 -5.833 -1.218
O -4.892 -6.112 -1.447
H -6.959 -6.787 -3.025
H -8.110 -5.624 -2.340
H -6.665 -5.062 -3.197
H -6.649 -6.607 -0.550
H -6.363 -4.869 -0.708
H -4.542 -5.425 -2.025
C -4.841 5.069 3.509
C -5.758 5.170 2.306
O -7.077 5.559 2.688
H -5.232 4.346 4.227
H -3.838 4.759 3.211
H -4.770 6.030 4.026
H -5.841 4.205 1.807
H -5.368 5.897 1.585
H -7.014 6.419 3.120
C 8.182 6.134 3.035
C 8.836 5.212 2.022
O 9.839 5.907 1.282
H 7.734 6.992 2.532
H 7.407 5.613 3.598
H 8.923 6.522 3.739
H 8.101 4.844 1.309
H 9.293 4.351 2.521
H 10.496 6.223 1.913
C -7.270 -11.550 0.628
C -6.550 -12.709 -0.035
O -5.137 -12.573 0.082
H -6.961 -10.604 0.182
H -8.352 -11.649 0.526
H -7.026 -11.501 1.692
H -6.780 -12.743 -1.099
H -6.857 -13.660 0.413
H -4.921 -12.553 1.021
C 12.845 2.449 -5.550
C 11.563 2.984 -4.939
O 10.690 1.923 -4.558
H 12.622 1.835 -6.424
H 13.505 3.264 -5.853
H 13.379 1.817 -4.837
H 11.023 3.598 -5.659
H 11.784 3.599 -4.060
H 11.155 1.380 -3.910
C -4.209 2.258 10.037
C -4.222 1.040 9.131
O -5.178 1.190 8.086
H -5.197 2.419 10.470
H -3.485 2.140 10.845
H -3.953 3.157 9.470
H -4.495 0.148 9.693
H -3.233 0.877 8.690
H -4.938 1.971 7.575
*
```

Atom charges from the Mulliken analysis, given in e for atoms 1 to 99:
1. C -0.984
2. C -0.084
3. O -0.520
4. C 2.432
5. P -0.267
6. C -0.754
7. C -1.024
8. C -1.307
9. C 0.396
10. S -0.307
11. O -0.423
12. C -0.894
13. O -0.441
14. H 0.514
15. H 0.090
16. H 0.177
17. H 0.368
18. H 0.118
19. H 0.332
20. H 0.142
21. H 0.256
22. H 0.336
23. H 0.311
24. H 0.416
25. H 0.006
26. H 0.405
27. H 0.556
28. H 0.045
29. C -0.625
30. C -0.264
31. O -0.517
32. H 0.373
33. H -0.052
34. H 0.225
35. H 0.327
36. H 0.227
37. H 0.271
38. C -0.890
39. C -0.296
40. O -0.490
41. H 0.198
42. H 0.238
43. H 0.405
44. H 0.250
45. H 0.324
46. H 0.270
47. C -1.014
48. C -0.261
49. O -0.382
50. H 0.230
51. H 0.328
52. H 0.341
53. H 0.272
54. H 0.298
55. H 0.221
56. C -0.980
57. C 0.276
58. O -0.498
59. H 0.295
60. H 0.166
61. H 0.386
62. H 0.286
63. H -0.163
64. H 0.277
65. C -0.657
66. C -0.313
67. O -0.510
68. H 0.103
69. H 0.200
70. H 0.327
71. H 0.274
72. H 0.293
73. H 0.287
74. C -1.117
75. C 0.051
76. O -0.382
77. H 0.254
78. H 0.382
79. H 0.283
80. H 0.301
81. H 0.050
82. H 0.182
83. C -1.040
84. C -0.217
85. O -0.434
86. H 0.272
87. H 0.340
88. H 0.327
89. H 0.276
90. H 0.259
91. H 0.240
92. C -1.177
93. C -0.127
94. O -0.524
95. H 0.289
96. H 0.351
97. H 0.348
98. H 0.292
99. H 0.269